No. 1
The following is a DFT calculation (ωB97M-V/def2-TZVPD) of a molecular structure, C7H20N3OPt.

## Properties
LUMO (alpha / beta) = 2.5164 / 2.4953 eV
Net charge = -1
Energy relative to the best compared isomer or geometry (same formula, charge and spin) = 6.092 eV
Expectation value of S² = 2.2738
E = -17338.35989 eV
Orbital gap (alpha / beta) = 1.853 / 4.374 eV
Highest occupied orbital energy (alpha / beta) = 0.66 / -1.88 eV
Multiplicity = 3

XYZ file:
```
32
Properties=species:S:1:pos:R:3:forces:R:3
C -2.5520 -1.1112 -3.8894 3.5 -2.3 -0.3
Pt 0.0454 -0.4306 -1.8556 -2.1 -2.3 -2.8
N 1.1413 0.8552 -3.0023 0.5 0.4 -2.6
H -2.9779 -0.1240 -3.4306 0.3 -1.9 -0.4
H -3.6691 -0.0454 -4.1976 -2.4 1.5 -1.1
H -2.7558 -2.1522 -3.5466 -1.0 1.0 1.0
H -1.4400 -0.9265 -3.4256 -0.6 -0.3 -0.8
H -2.5358 -1.4163 -5.0223 0.2 2.0 1.8
H 2.0604 0.7346 -2.6153 0.8 0.1 0.3
H 0.9198 1.8409 -2.9612 -0.2 0.4 0.3
H 1.2715 0.6809 -4.0115 -0.2 -0.1 0.5
C 0.2601 -2.0637 0.2349 -0.3 0.8 0.7
N 0.3944 -0.9021 1.1718 0.5 -0.9 -0.3
C 0.2957 -1.2890 2.5731 -0.2 -0.1 -0.6
C 0.9630 -0.2648 3.4466 0.4 -1.5 0.7
C 0.3517 1.0411 3.1540 1.0 0.8 -1.0
N 0.6430 1.3519 1.7774 0.3 -1.2 -0.7
C 0.6571 2.6958 1.2903 0.2 0.1 0.7
C 0.5986 0.3937 0.8359 0.0 0.8 -4.4
O 0.6973 0.8051 -0.4257 0.7 0.4 6.9
H 0.9812 -2.8289 0.5542 -0.2 0.1 -0.1
H 0.5328 -1.7789 -0.8301 0.3 -0.5 0.2
H -0.7677 -2.4557 0.2816 0.3 0.1 0.0
H -0.7716 -1.3417 2.7798 -0.2 -0.2 0.5
H 0.7279 -2.2902 2.7000 -0.1 0.3 0.0
H 2.0447 -0.3094 3.2835 -0.1 0.4 -0.1
H 0.8082 -0.5635 4.4740 -0.1 0.0 0.5
H 0.8161 1.8364 3.6936 0.0 0.5 0.9
H -0.7026 1.0117 3.2958 -1.1 0.1 0.5
H -0.3083 2.9179 0.8724 -0.3 0.5 -0.5
H 0.7970 3.2466 2.2008 0.1 1.0 0.2
H 1.4738 2.8819 0.5943 -0.2 -0.1 0.0
```
Forces are in eV/Å.



No. 2
The following is a DFT calculation (ωB97M-V/def2-TZVPD) of a gas-phase ion, CH2NO2S2 (charge -1).

## Properties
LUMO (alpha / beta) = 3.7300 / 1.8225 eV
Net charge = -1
Energy relative to the best compared isomer or geometry (same formula, charge and spin) = 0.000 eV
Expectation value of S² = 2.0142
E = -28323.30875 eV
Orbital gap (alpha / beta) = 5.392 / 5.788 eV
Highest occupied orbital energy (alpha / beta) = -1.66 / -3.97 eV
Multiplicity = 3

XYZ file:
```
8
Properties=species:S:1:pos:R:3:forces:R:3
C -0.4439 -0.4927 0.2254 -1.3 -0.7 -2.1
N -0.4778 -0.1359 -1.1906 2.6 1.7 0.0
O 1.8076 -0.2481 1.8488 -0.1 -0.4 0.2
O 1.0938 1.6028 0.3947 -0.1 -0.2 0.6
S -1.7949 -1.3370 0.7926 0.6 0.2 0.4
S 0.6964 0.5866 1.4089 -0.1 0.9 -1.7
H -1.1944 -0.4311 -1.8540 0.3 0.0 1.1
H 0.3133 0.4554 -1.6258 -1.8 -1.4 1.5
```
Forces are in eV/Å.



No. 3
The following is a DFT calculation (ωB97M-V/def2-TZVPD) of C18H29NOS in the gas phase.

## Properties
LUMO = 0.6849 eV
Net charge = 0
Energy relative to the best compared isomer or geometry (same formula, charge and spin) = 0.235 eV
E = -33509.51180 eV
Orbital gap = 8.834 eV
Highest occupied orbital energy = -8.15 eV
SMILES string = CSC[C@@H](C)N1CCC(CO)(CCc2ccccc2)CC1

XYZ file:
```
50
Properties=species:S:1:pos:R:3:forces:R:3
C 2.1448 4.0596 -0.2173 0.3 -0.4 -0.1
S 3.4360 2.8475 -0.6145 -0.2 -0.1 0.1
C 2.6001 1.3538 0.0290 0.1 0.4 -0.3
C 3.4515 0.1011 -0.2283 0.3 0.1 0.2
C 4.7358 0.1593 0.6030 -0.1 0.0 -0.3
N 2.7809 -1.1631 -0.0066 -0.1 -0.1 -0.1
C 2.1015 -1.3868 1.2488 -0.1 0.0 0.2
C 0.6077 -1.0185 1.2532 0.2 -0.2 -0.2
C -0.1700 -1.6339 0.0797 -0.3 -0.1 0.0
C -0.3329 -3.1540 0.3226 0.4 0.3 0.3
O -1.0414 -3.8249 -0.6900 -0.1 -0.2 -0.5
C -1.6008 -1.0583 0.0182 0.3 0.0 -0.1
C -1.7434 0.3951 -0.4505 -0.1 -0.2 0.1
C -3.1598 0.8493 -0.2387 0.1 0.1 -0.1
C -4.1218 0.6451 -1.2191 0.0 0.0 0.0
C -5.4345 1.0285 -1.0108 -0.1 0.0 0.0
C -5.8035 1.6213 0.1845 -0.1 0.0 0.0
C -4.8528 1.8272 1.1693 0.0 0.0 0.1
C -3.5411 1.4418 0.9581 0.0 0.0 0.0
C 0.6033 -1.3603 -1.2190 0.2 -0.2 0.2
C 2.0782 -1.7729 -1.1102 -0.1 0.1 -0.2
H 2.5060 5.0257 -0.5526 0.0 0.1 0.0
H 1.2274 3.8037 -0.7413 -0.1 0.1 0.0
H 1.9799 4.0773 0.8568 -0.1 0.1 0.1
H 2.4351 1.5058 1.0969 -0.1 -0.1 0.1
H 1.6431 1.2900 -0.4888 -0.1 -0.1 0.1
H 3.7412 0.1156 -1.2853 -0.1 0.0 0.1
H 5.3190 1.0294 0.3143 0.1 0.1 0.1
H 4.5147 0.2290 1.6650 0.0 0.0 0.2
H 5.3225 -0.7378 0.4291 0.1 -0.1 0.0
H 2.6117 -0.8264 2.0327 0.0 -0.1 0.1
H 2.2066 -2.4512 1.4906 0.0 0.1 0.1
H 0.5088 0.0662 1.2100 0.0 0.1 0.1
H 0.1693 -1.3523 2.1963 -0.1 0.0 0.1
H 0.6456 -3.6252 0.4739 -0.1 0.0 0.1
H -0.9232 -3.3036 1.2304 0.1 0.1 0.0
H -0.5230 -3.7939 -1.5013 0.0 -0.1 0.0
H -2.0349 -1.1388 1.0183 -0.1 0.0 0.1
H -2.1937 -1.6941 -0.6429 -0.1 0.0 0.1
H -1.0693 1.0411 0.1163 0.1 0.1 -0.1
H -1.4951 0.4744 -1.5102 0.1 0.1 0.0
H -3.8386 0.1829 -2.1543 0.0 0.0 -0.1
H -6.1718 0.8646 -1.7832 -0.1 0.0 -0.1
H -6.8278 1.9223 0.3478 -0.1 0.0 0.0
H -5.1339 2.2897 2.1045 0.0 0.0 0.1
H -2.8025 1.6045 1.7310 0.1 0.0 0.1
H 0.1356 -1.8794 -2.0593 -0.1 0.0 -0.1
H 0.5644 -0.2938 -1.4400 -0.1 0.0 -0.1
H 2.5965 -1.5231 -2.0388 0.0 -0.1 0.0
H 2.1484 -2.8595 -0.9770 0.0 0.0 -0.1
```
Forces are in eV/Å.



No. 4
The following is a DFT calculation (ωB97M-V/def2-TZVPD) of 2 unconnected molecules or ions with the total composition C6H12O6.

## Properties
LUMO = 0.7090 eV
Net charge = 0
Energy relative to the best compared isomer or geometry (same formula, charge and spin) = 2.759 eV
E = -18698.33623 eV
Orbital gap = 10.861 eV
Highest occupied orbital energy = -10.15 eV
SMILES string = C1OCOCO1.C1OCOCO1

XYZ file:
```
24
Properties=species:S:1:pos:R:3:forces:R:3
C 1.5161 1.8402 1.6538 -0.4 -1.8 1.5
O 0.3646 2.4861 1.2166 0.4 1.4 1.8
C 0.1650 2.2984 -0.1238 -3.0 -1.0 0.4
O 1.2630 2.5342 -0.8585 -0.2 0.8 -1.9
C 2.2980 1.7416 -0.4578 2.5 0.6 -0.8
O 2.6054 2.0526 0.8680 1.4 0.4 -0.6
H 1.3017 0.7545 1.6238 -0.1 -0.1 0.2
H 1.8130 2.0961 2.6890 -0.6 0.3 -0.6
H -0.7014 2.9446 -0.3631 0.8 -0.1 -0.4
H -0.1554 1.2461 -0.2483 0.0 -0.1 -0.3
H 3.1261 2.1040 -1.0969 -0.1 -0.5 0.6
H 2.2128 0.6478 -0.6054 -0.7 0.2 0.2
C -2.4402 -1.4229 0.0392 -2.5 1.0 2.6
O -1.7771 -2.3123 0.8777 -0.7 -0.5 0.6
C -0.4365 -2.4394 0.4676 0.5 1.0 5.1
O -0.3745 -2.8144 -0.7541 -0.1 -1.0 -5.0
C -1.1419 -1.9677 -1.6154 3.3 -0.7 -2.8
O -2.4023 -1.7678 -1.2585 -1.2 -0.9 -1.3
H -2.1252 -0.3692 0.1651 0.5 -0.2 0.2
H -3.5161 -1.4850 0.2924 0.6 0.2 0.3
H 0.1167 -3.2021 1.0488 -0.7 0.4 0.3
H -0.0362 -1.4463 0.7489 0.7 0.1 -0.7
H -1.1188 -2.4857 -2.5934 -0.1 0.4 0.5
H -0.5568 -1.0333 -1.7155 -0.2 0.1 0.2
```
Forces are in eV/Å.



No. 5
The following is a DFT calculation (ωB97M-V/def2-TZVPD) of a molecular structure, C27H74Be2N6O11.

## Properties
LUMO = -5.6227 eV
Net charge = +2
E = -61448.43257 eV
Orbital gap = 7.463 eV
Highest occupied orbital energy = -13.09 eV

XYZ file:
```
120
Properties=species:S:1:pos:R:3:forces:R:3
Be -2.9612 -27.0063 30.6098 -1.4 1.4 -0.3
Be -2.7783 -23.2964 27.1592 -0.6 -1.9 -1.7
C -4.2201 -25.1620 28.6472 1.0 -0.2 0.4
O -4.8268 -26.0617 29.2762 0.1 -1.3 1.0
O -4.8153 -24.3523 27.8842 1.2 1.7 -1.0
O -2.9174 -25.1024 28.8071 0.7 1.0 -0.6
C -2.6632 -22.9694 32.8187 1.3 -0.2 1.0
C -2.3970 -24.3968 32.2713 -0.8 0.9 -0.5
C -1.2691 -25.2339 32.9280 -1.6 1.9 -0.3
O -1.2000 -26.4793 32.2553 0.3 -0.1 0.5
C -0.2349 -27.3584 32.8775 0.2 -0.5 -1.3
N -3.6706 -25.1016 32.2305 0.5 -2.1 -0.6
H -2.0496 -22.2155 32.3249 -0.1 0.0 -0.2
H -2.3744 -22.9026 33.8716 0.0 0.0 0.1
H -3.7116 -22.6782 32.7963 0.0 -0.2 -0.4
H -2.1512 -24.2538 31.2157 0.3 -0.2 -0.1
H -1.4571 -25.2860 34.0031 -0.1 -0.6 0.1
H -0.3929 -24.5898 32.8208 0.5 -0.6 -0.2
H -0.6604 -27.9905 33.6547 -0.1 0.4 0.3
H 0.6801 -26.8376 33.1583 -0.3 0.3 0.5
H 0.1171 -28.0275 32.0905 -0.2 -0.2 0.0
H -4.4023 -24.5349 31.8080 -0.3 0.1 -0.7
H -4.0458 -25.2805 33.1570 0.3 -0.3 0.2
C -7.3635 -27.4425 31.9077 -0.8 -0.6 0.8
C -5.9539 -27.7897 32.3509 -0.2 -0.5 1.0
C -5.9488 -28.9862 33.3243 0.1 -1.1 -0.3
O -4.6571 -29.5678 33.4699 0.5 1.0 0.2
C -4.6634 -30.7539 34.2542 -0.2 0.0 -0.6
N -5.1857 -28.1036 31.1333 0.5 1.1 -0.5
H -8.0621 -27.3105 32.7378 0.3 0.3 0.3
H -7.8021 -28.3172 31.4210 0.1 0.2 -0.6
H -7.4114 -26.5470 31.2911 0.0 -0.2 -0.3
H -5.5550 -26.9263 32.8843 0.5 0.0 -0.3
H -6.5622 -29.8174 32.9540 -0.5 0.2 -0.5
H -6.4010 -28.7548 34.2922 0.2 0.5 0.1
H -3.6656 -31.1892 34.2586 0.1 0.2 -0.1
H -5.3248 -31.4605 33.7464 -0.2 -0.3 0.4
H -4.9654 -30.5815 35.2884 -0.2 0.1 0.0
H -5.6416 -28.9243 30.7404 0.6 -0.6 0.2
H -5.5489 -27.4217 30.4679 0.6 0.4 -0.2
C -7.9258 -22.0577 30.8848 -0.5 0.0 0.6
C -6.8561 -22.6469 31.7796 1.0 -0.4 -0.5
C -7.3441 -22.9266 33.2044 -0.3 0.1 -0.3
O -7.4465 -21.7233 33.9252 0.3 0.1 0.2
C -8.2256 -21.8436 35.1028 -0.7 0.0 -0.2
N -6.2618 -23.8784 31.1866 -0.1 -0.3 0.3
H -8.2596 -21.1076 31.3040 0.0 0.1 -0.1
H -8.7762 -22.7428 30.8892 -0.1 0.0 -0.2
H -7.6043 -21.9131 29.8537 0.2 0.0 0.1
H -6.0062 -21.9609 31.8112 -0.1 0.3 0.3
H -6.7061 -23.6269 33.7534 0.3 -0.1 -0.2
H -8.3278 -23.4028 33.1168 -0.2 -0.1 0.1
H -8.2086 -20.9053 35.6528 0.2 0.1 -0.2
H -7.9397 -22.6435 35.7909 0.5 -0.1 -0.2
H -9.2593 -22.0606 34.8191 -0.1 0.1 0.0
H -6.8398 -24.6953 31.3576 -0.2 0.1 0.4
H -6.3375 -23.8502 30.1749 0.2 0.4 -0.1
C 0.3964 -28.0713 27.4411 -0.6 -0.5 -1.5
C -0.9651 -27.9569 28.1495 2.2 0.3 0.4
C -1.6146 -29.3160 28.2803 -0.3 1.0 0.5
O -2.8681 -29.1071 28.9418 0.5 -0.5 -0.4
C -3.5635 -30.3289 29.0820 -1.0 -1.5 0.6
N -0.6176 -27.3719 29.4658 -1.4 -0.6 1.0
H 1.2069 -28.4246 28.0766 -0.1 0.2 0.2
H 0.6328 -27.1375 26.9296 0.4 0.1 0.5
H 0.3537 -28.7888 26.6165 0.0 -0.1 0.0
H -1.6106 -27.2186 27.6726 -0.3 -0.5 -0.2
H -1.0183 -30.0065 28.8830 0.2 0.0 0.0
H -1.6736 -29.7452 27.2779 -0.6 -0.1 0.0
H -4.3394 -30.2137 29.8350 0.0 0.2 -0.2
H -3.0062 -31.2073 29.4262 0.9 0.6 0.4
H -3.9995 -30.7740 28.1841 -0.2 1.0 -0.5
H 0.0687 -26.6335 29.3485 -0.5 0.6 -0.1
H -0.0250 -28.0669 29.9133 -0.3 -0.2 0.4
C -0.6713 -26.4442 24.7305 -0.5 -0.4 -0.5
C -1.5061 -25.2330 25.0791 0.2 -0.4 -0.3
C -2.9918 -25.5571 25.0632 -0.3 -0.2 1.1
O -3.7448 -24.3754 25.1799 0.1 1.0 -0.5
C -5.1399 -24.5854 24.9124 -0.4 0.4 0.2
N -1.0994 -24.7642 26.4263 -0.8 0.5 0.5
H -0.9537 -27.2450 25.4174 0.3 -0.1 -0.1
H 0.3946 -26.2252 24.7806 0.0 -0.1 0.1
H -0.8915 -26.7957 23.7215 0.0 0.0 0.0
H -1.2967 -24.4547 24.3433 -0.1 0.2 0.1
H -3.2479 -26.1131 25.9741 0.3 -0.6 0.0
H -3.3576 -26.1528 24.2257 0.5 0.1 -0.3
H -5.6306 -23.6149 24.9409 0.1 0.0 0.5
H -5.5595 -25.2731 25.6452 -0.1 0.2 0.1
H -5.3930 -24.9392 23.9102 0.8 -0.3 -0.2
H -1.0930 -25.5604 27.0574 -0.7 0.0 0.1
H -0.1039 -24.5636 26.4021 0.0 0.6 -0.2
C -1.1861 -19.8313 24.7069 -0.9 -0.1 0.1
C -2.0220 -20.6695 25.7116 0.4 0.8 -1.7
C -3.4732 -20.7690 25.2606 0.7 -0.2 0.2
O -4.0988 -21.4889 26.2898 0.0 -0.9 1.2
C -5.4692 -21.2151 26.4787 -1.5 -0.2 -0.2
N -1.4478 -22.0342 25.8543 -0.6 0.4 1.7
H -1.5586 -18.8062 24.6949 0.2 0.1 0.2
H -1.3591 -20.1664 23.6820 0.1 -0.3 0.0
H -0.1160 -19.8372 24.9069 0.0 0.0 0.1
H -2.0573 -20.1592 26.6742 0.3 -0.3 0.2
H -3.5811 -21.3136 24.3199 0.0 0.1 -0.2
H -3.8952 -19.7682 25.1652 -0.1 0.0 0.0
H -5.8594 -21.7245 27.3583 0.5 0.0 0.2
H -6.0932 -21.5812 25.6581 0.3 -0.2 -0.3
H -5.7107 -20.1516 26.5233 0.5 0.1 0.3
H -1.1763 -22.3916 24.9428 -0.7 -0.2 -0.2
H -0.5282 -21.8728 26.2571 0.0 -0.2 0.5
C -5.7880 -28.3774 26.8673 0.3 0.2 0.0
O -6.1697 -29.7461 26.6858 0.3 0.9 0.0
H -4.7945 -28.1081 26.4950 0.4 -0.6 0.2
H -6.3707 -27.5991 26.3656 -0.9 -0.5 -0.1
H -5.8205 -28.1693 27.9346 0.0 0.0 0.0
H -5.8319 -30.0722 25.8472 -0.1 0.1 -0.1
C -8.2008 -24.8322 27.5712 -0.8 0.3 -0.4
O -7.6803 -25.1188 28.8507 0.1 -0.2 -0.3
H -7.7088 -23.9669 27.1197 0.2 -0.1 -0.1
H -8.1948 -25.6850 26.8869 0.5 -0.1 0.0
H -9.2610 -24.5781 27.6130 0.0 0.1 0.5
H -6.7616 -25.3803 28.6874 0.1 -0.1 0.3
```
Forces are in eV/Å.



No. 6
The following is a DFT calculation (ωB97M-V/def2-TZVPD) of a gas-phase ion, ClHNO3P (charge -2).

## Properties
LUMO = 6.3647 eV
Net charge = -2
Energy relative to the best compared isomer or geometry (same formula, charge and spin) = 0.251 eV
E = -29460.54343 eV
Orbital gap = 5.915 eV
Highest occupied orbital energy = 0.45 eV
SMILES string = O=P([O-])([O-])NCl

XYZ file:
```
7
Properties=species:S:1:pos:R:3:forces:R:3
O 1.8612 0.9658 -0.4920 0.2 -0.9 -0.4
P 1.9211 -0.5074 -0.0402 0.1 -0.1 -0.8
O 2.9882 -1.4216 -0.6721 -1.2 0.9 0.2
O 1.6254 -0.6996 1.3997 0.3 -0.3 1.7
N 0.1635 -1.0241 -0.7869 0.6 1.6 -0.7
Cl -1.0950 -1.7256 0.3057 0.6 0.6 -0.3
H -0.0245 0.0263 -0.8842 -0.6 -1.8 0.4
```
Forces are in eV/Å.